No. 1
Here is a gas-phase ion, C4H7N2O (charge +1) in a non-equilibrium geometry from OMol25. Energies are from ωB97M-V/def2-TZVPD.

Results
Structure (SMILES) ... C[C@@H]1C(=[NH2+])N1C=O
LUMO ... -4.6 eV
Electronic energy ... -341.02572 Eh
Maximum force ... 6.2 eV/Å
Relative energy (zero: lowest compared OMol25 entry of this formula, charge and spin) ... 290.2 kJ/mol
Gap between HOMO and LUMO ... 10.69 eV

Geometry as ORCA input:
```
! wB97M-V def2-TZVPD RIJCOSX def2/J DEFGRID3
* xyz 1 1
C 0.776 -0.844 0.024
C -0.077 0.938 1.827
C 0.381 0.368 -0.720
C -1.058 0.671 -1.164
N 0.503 0.254 0.754
N 1.004 -2.054 -0.041
O -0.684 1.926 1.640
H 0.099 0.324 2.730
H 1.081 1.073 -1.227
H -1.381 0.259 -2.184
H -1.194 1.811 -1.320
H -1.824 0.425 -0.393
H 1.174 -2.662 -0.791
H 1.200 -2.491 0.865
*
```

No. 2
Here is a molecular structure, C45H56BDyN8OP2S3 in a non-equilibrium geometry from OMol25. Energies are from ωB97M-V/def2-TZVPD.

Results
LUMO (alpha / beta) ... -0.2 / -0.2 eV
Electronic energy ... -5048.91989 Eh
Maximum force ... 1.7 eV/Å
Relative energy (zero: lowest compared OMol25 entry of this formula, charge and spin) ... 0.0 kJ/mol
Gap between HOMO and LUMO (alpha / beta) ... 7.68 / 7.68 eV

Geometry as ORCA input:
```
! wB97M-V def2-TZVPD RIJCOSX def2/J DEFGRID3
* xyz 0 6
Dy 1.214 1.123 -0.082
C -1.859 4.828 3.066
N -0.461 4.701 3.368
C 0.183 5.070 4.518
C 1.493 4.783 4.372
N 1.664 4.210 3.123
C 0.441 4.167 2.503
S 0.063 3.670 0.962
C 2.899 3.808 2.595
C 4.029 4.567 2.912
C 5.257 4.149 2.442
C 5.317 2.980 1.696
C 4.138 2.309 1.415
N 2.938 2.714 1.833
H -2.323 5.510 3.776
H -2.346 3.851 3.114
H -1.975 5.203 2.048
H -0.337 5.504 5.348
H 2.300 4.903 5.064
H 3.936 5.470 3.493
H 6.149 4.717 2.659
H 6.257 2.604 1.329
H 4.157 1.385 0.846
C -0.706 0.528 2.630
P -1.045 -0.530 1.136
C -2.295 0.513 0.312
N -2.933 1.418 1.002
C -3.896 2.120 0.356
C -4.637 3.092 1.048
C -5.614 3.799 0.399
C -5.886 3.549 -0.952
C -5.197 2.587 -1.645
C -4.186 1.853 -1.008
N -3.542 0.866 -1.681
C -2.599 0.223 -1.051
P -1.810 -1.310 -1.730
C -0.538 -0.631 -2.894
C -3.097 -1.911 -3.007
C -2.644 -3.323 -3.394
C -3.179 -1.003 -4.233
C -4.484 -2.003 -2.374
C -2.212 -1.789 1.990
C -3.108 -1.125 3.038
C -1.315 -2.843 2.639
C -3.131 -2.463 0.975
H -1.603 1.091 2.886
H 0.122 1.218 2.418
H -0.401 -0.108 3.461
H -4.421 3.254 2.094
H -6.186 4.552 0.927
H -6.656 4.120 -1.449
H -5.407 2.378 -2.680
H -0.234 -1.425 -3.577
H 0.333 -0.327 -2.303
H -0.911 0.230 -3.445
H -1.628 -3.324 -3.787
H -3.305 -3.741 -4.153
H -2.670 -3.980 -2.525
H -2.312 -1.117 -4.878
H -3.264 0.034 -3.918
H -4.065 -1.254 -4.816
H -4.475 -2.645 -1.497
H -5.188 -2.428 -3.090
H -4.841 -1.015 -2.091
H -2.576 -0.927 3.965
H -3.940 -1.791 3.267
H -3.524 -0.192 2.661
H -0.573 -2.388 3.294
H -0.787 -3.415 1.881
H -1.913 -3.536 3.230
H -3.775 -1.726 0.498
H -3.766 -3.190 1.483
H -2.568 -2.991 0.210
C 1.638 -6.540 -0.657
C 1.340 -5.074 -0.330
C 1.668 -4.834 1.149
C -0.149 -4.829 -0.606
C 2.164 -4.092 -1.149
C 3.128 -4.507 -2.073
C 3.896 -3.609 -2.790
C 3.691 -2.257 -2.583
S 4.464 -0.885 -3.319
C 3.445 0.176 -2.356
N 2.613 -0.448 -1.568
C 2.723 -1.810 -1.666
C 1.965 -2.733 -0.956
C 3.518 1.617 -2.463
C 4.316 2.183 -3.462
C 4.365 3.550 -3.619
C 3.620 4.350 -2.762
C 2.859 3.780 -1.752
C 2.751 2.393 -1.541
H 1.039 -7.179 -0.012
H 2.684 -6.783 -0.487
H 1.383 -6.774 -1.689
H 1.083 -5.498 1.782
H 1.467 -3.808 1.439
H 2.722 -5.022 1.337
H -0.764 -5.452 0.040
H -0.377 -5.077 -1.641
H -0.416 -3.788 -0.449
H 3.297 -5.557 -2.246
H 4.631 -3.953 -3.501
H 1.240 -2.347 -0.251
H 4.883 1.539 -4.122
H 4.970 3.988 -4.400
H 3.637 5.424 -2.895
H 2.315 4.457 -1.094
B 3.937 -1.679 2.831
C 2.890 -0.868 2.063
N 2.100 -0.230 1.486
H 4.619 -2.228 2.006
H 3.347 -2.459 3.526
H 4.568 -0.880 3.478
O -2.265 3.658 -1.489
S -1.019 3.047 -1.977
N -0.540 1.841 -1.248
*
```

No. 3
Here is C2H4OS in the gas phase in a non-equilibrium geometry from OMol25. Energies are from ωB97M-V/def2-TZVPD.

Results
Structure (SMILES) ... COC=S
LUMO ... 0.3 eV
Electronic energy ... -551.96453 Eh
Maximum force ... 3.0 eV/Å
Relative energy (zero: lowest compared OMol25 entry of this formula, charge and spin) ... 168.4 kJ/mol
Gap between HOMO and LUMO ... 9.33 eV

Geometry as ORCA input:
```
! wB97M-V def2-TZVPD RIJCOSX def2/J DEFGRID3
* xyz 0 1
C -0.349 -1.050 -0.012
C 0.465 1.304 -0.030
H 0.495 -1.591 -0.573
H -1.219 -1.428 -0.548
H -0.399 -1.209 1.129
H 1.201 0.612 0.188
O -0.590 0.438 -0.221
S 0.397 2.925 0.067
*
```

No. 4
Here is a molecular structure, C33H34CeN5O5S3 in a non-equilibrium geometry from OMol25. Energies are from ωB97M-V/def2-TZVPD.

Results
LUMO (alpha / beta) ... 3.9 / 3.9 eV
Electronic energy ... -3597.70253 Eh
Maximum force ... 1.5 eV/Å
Relative energy (zero: lowest compared OMol25 entry of this formula, charge and spin) ... 0.0 kJ/mol
Gap between HOMO and LUMO (alpha / beta) ... 4.26 / 4.28 eV

Geometry as ORCA input:
```
! wB97M-V def2-TZVPD RIJCOSX def2/J DEFGRID3
* xyz -2 2
Ce 2.084 0.429 -0.401
C 2.202 3.605 2.331
O 0.916 3.159 1.917
C -0.217 3.851 2.217
C -0.431 5.177 1.876
C -1.658 5.784 2.117
C -2.693 5.032 2.669
C -2.487 3.696 2.975
C -1.247 3.098 2.771
N -1.017 1.769 3.134
C -0.060 1.021 2.380
N 0.813 0.446 3.206
C 1.832 -0.543 3.010
C 2.280 -0.962 1.770
C 3.281 -1.944 1.806
C 3.818 -2.449 2.981
C 3.354 -1.983 4.210
C 2.351 -1.033 4.211
O 1.845 -0.486 5.388
C 1.560 -1.410 6.416
N -0.076 0.916 1.103
C -1.182 1.346 0.343
C -0.951 2.080 -0.811
C -1.972 2.415 -1.686
C -3.268 2.013 -1.411
C -3.526 1.265 -0.269
C -2.494 0.926 0.591
O -2.725 0.155 1.709
C -3.597 -0.954 1.542
H 2.904 3.150 1.646
H 2.397 3.255 3.348
H 2.264 4.694 2.300
H 0.374 5.720 1.396
H -1.813 6.820 1.843
H -3.666 5.477 2.838
H -3.294 3.094 3.382
H -1.877 1.245 3.242
H 0.677 0.721 4.162
H 3.665 -2.335 0.867
H 4.609 -3.191 2.954
H 3.779 -2.342 5.139
H 1.109 -0.849 7.233
H 2.458 -1.905 6.791
H 0.860 -2.177 6.070
H 0.059 2.379 -1.040
H -1.738 2.960 -2.591
H -4.078 2.260 -2.088
H -4.534 0.929 -0.054
H -3.368 -1.652 2.344
H -3.407 -1.441 0.585
H -4.647 -0.657 1.612
O -0.009 0.138 -4.014
C 1.164 0.135 -3.594
O 1.579 0.828 -2.606
C 2.185 -0.682 -4.341
C 2.232 -0.503 -5.722
C 3.144 -1.182 -6.514
C 4.013 -2.076 -5.895
C 3.955 -2.277 -4.526
C 3.040 -1.599 -3.696
S 2.970 -2.011 -1.989
H 1.527 0.189 -6.170
H 3.178 -1.018 -7.586
H 4.742 -2.623 -6.486
H 4.627 -2.981 -4.050
S -0.649 -1.885 -0.346
C -1.501 -2.515 -1.649
N -2.366 -3.565 -1.477
C -2.999 -4.313 -2.554
C -2.241 -4.088 -3.848
C -2.052 -2.596 -4.042
N -1.360 -2.055 -2.891
H -2.310 -3.963 -0.556
H -4.042 -4.006 -2.686
H -3.005 -5.370 -2.288
H -2.778 -4.531 -4.690
H -1.256 -4.557 -3.777
H -3.023 -2.107 -4.188
H -1.443 -2.382 -4.918
H -0.789 -1.222 -3.040
S 4.000 2.244 0.068
*
```

No. 5
Here is a gas-phase ion, C30H39N4O2S (charge +1) in a non-equilibrium geometry from OMol25. Energies are from ωB97M-V/def2-TZVPD.

Results
Structure (SMILES) ... CC(=O)N(C(C)=O)c1[nH+]cc2cc(CCCCCCCCCCCCn3cccc3)ccc2c1N=C=S
LUMO ... -4.8 eV
Electronic energy ... -1933.80802 Eh
Maximum force ... 4.1 eV/Å
Relative energy (zero: lowest compared OMol25 entry of this formula, charge and spin) ... 318.3 kJ/mol
Gap between HOMO and LUMO ... 4.28 eV

Geometry as ORCA input:
```
! wB97M-V def2-TZVPD RIJCOSX def2/J DEFGRID3
* xyz 1 1
C 7.603 -3.352 2.386
C 8.430 -2.262 1.569
O 9.424 -1.785 2.038
N 7.880 -1.885 0.250
C 7.523 -3.073 -0.547
C 6.072 -3.622 -0.774
O 8.447 -3.689 -1.024
C 6.829 -0.912 0.329
N 6.114 -0.566 1.479
C 5.124 0.414 1.525
C 4.719 1.153 0.325
C 3.644 2.215 0.380
C 3.221 2.960 -0.796
C 2.132 4.108 -0.761
C 1.498 4.279 0.691
C 0.371 3.205 0.998
C -0.953 3.459 0.176
C -1.940 2.200 0.180
C -3.309 2.522 0.942
C -4.404 3.160 -0.035
C -5.710 2.269 -0.173
C -5.416 0.825 -0.783
C -6.795 0.048 -0.881
C -6.599 -1.488 -1.199
C -6.235 -2.346 0.106
N -7.291 -3.347 0.324
C -7.034 -4.730 0.307
C -8.262 -5.500 0.561
C -9.327 -4.429 0.735
C -8.649 -3.140 0.583
C 3.892 2.579 -2.113
C 4.935 1.553 -2.181
C 5.399 0.817 -0.964
C 6.474 -0.214 -0.933
N 7.135 -0.531 -2.193
C 6.383 -1.219 -2.915
S 5.147 -1.778 -3.786
H 6.539 -3.297 1.986
H 7.536 -3.112 3.477
H 7.952 -4.397 2.162
H 5.303 -3.103 -0.137
H 5.802 -3.621 -1.863
H 6.088 -4.700 -0.428
H 6.301 -1.039 2.365
H 4.629 0.608 2.515
H 3.212 2.410 1.397
H 1.365 3.968 -1.566
H 2.726 5.059 -0.936
H 2.320 4.309 1.455
H 0.989 5.289 0.740
H 0.757 2.156 0.827
H 0.091 3.306 2.092
H -1.507 4.331 0.628
H -0.712 3.713 -0.891
H -2.208 1.963 -0.884
H -1.464 1.326 0.701
H -3.084 3.205 1.811
H -3.751 1.572 1.361
H -4.699 4.162 0.393
H -3.902 3.334 -1.037
H -6.462 2.812 -0.822
H -6.127 2.156 0.868
H -4.728 0.312 -0.053
H -4.955 0.893 -1.808
H -7.412 0.554 -1.672
H -7.346 0.135 0.101
H -5.794 -1.613 -1.979
H -7.572 -1.868 -1.626
H -5.266 -2.883 -0.081
H -6.156 -1.637 0.986
H -6.028 -5.189 0.131
H -8.387 -6.607 0.616
H -10.418 -4.603 0.918
H -9.146 -2.139 0.661
H 3.616 3.068 -3.085
H 5.426 1.273 -3.152
*
```

No. 6
Here is a molecular structure, C46H64IrN7OSeSi from OMol25. Energies are from ωB97M-V/def2-TZVPD.

Results
LUMO (alpha / beta) ... -8.4 / -9.4 eV
Electronic energy ... -5044.32930 Eh
Maximum force ... 0.3 eV/Å
Relative energy (zero: lowest compared OMol25 entry of this formula, charge and spin) ... 0.0 kJ/mol
Gap between HOMO and LUMO (alpha / beta) ... 7.02 / 5.97 eV

Geometry as ORCA input:
```
! wB97M-V def2-TZVPD RIJCOSX def2/J DEFGRID3
* xyz 3 2
Ir 0.144 -0.299 0.910
C 1.010 2.661 -2.197
C 0.931 1.618 -1.128
N -0.084 0.856 -0.893
C -1.286 0.989 -1.723
C -1.911 -0.332 -2.141
N -2.167 -1.221 -1.031
C -3.140 -0.781 -0.047
C -2.898 -1.555 1.231
N -1.601 -1.167 1.848
C -1.099 -2.261 2.724
C 0.211 -1.898 3.430
N 1.002 -1.029 2.556
C 2.228 -0.680 2.742
C 3.074 -1.119 3.884
C 2.763 0.272 1.721
C 3.993 0.905 1.732
C 4.271 1.822 0.723
C 3.329 2.110 -0.257
C 2.108 1.448 -0.221
N 1.889 0.557 0.742
H 0.080 3.220 -2.271
H 1.222 2.206 -3.168
H 1.799 3.375 -1.982
H -1.074 1.548 -2.631
H -1.995 1.581 -1.144
H -1.237 -0.852 -2.822
H -2.810 -0.071 -2.719
H -2.425 -2.131 -1.389
H -4.183 -0.904 -0.364
H -2.997 0.284 0.157
H -2.867 -2.622 1.015
H -3.700 -1.395 1.955
H -1.798 -0.355 2.436
H -0.951 -3.132 2.086
H -1.853 -2.517 3.472
H 0.765 -2.814 3.641
H 0.038 -1.390 4.381
H 2.679 -2.012 4.361
H 3.126 -0.325 4.633
H 4.090 -1.325 3.551
H 4.716 0.705 2.510
H 5.229 2.325 0.708
H 3.554 2.832 -1.028
C -2.955 -4.352 -2.942
C -2.753 -5.393 -1.845
C -1.863 -4.950 -0.681
C -0.359 -5.108 -0.865
N 0.249 -4.275 -1.915
C 0.839 -3.078 -1.761
Se 1.247 -2.335 -0.055
N 1.453 -2.741 -2.915
C 2.329 -1.575 -3.096
C 2.185 -0.791 -4.398
C 0.807 -0.210 -4.711
C -0.184 -1.178 -5.351
C 1.304 -3.789 -3.824
C 1.810 -4.002 -5.107
C 1.479 -5.192 -5.718
C 0.672 -6.151 -5.085
C 0.186 -5.951 -3.812
C 0.526 -4.750 -3.194
H -3.566 -4.756 -3.748
H -2.019 -4.009 -3.388
H -3.494 -3.481 -2.557
H -2.354 -6.318 -2.269
H -3.732 -5.661 -1.446
H -2.106 -5.550 0.200
H -2.071 -3.911 -0.413
H -0.113 -6.138 -1.122
H 0.160 -4.869 0.061
H 3.360 -1.922 -2.992
H 2.122 -0.922 -2.249
H 2.541 -1.362 -5.254
H 2.904 0.026 -4.288
H 0.949 0.627 -5.400
H 0.387 0.220 -3.796
H 0.223 -1.581 -6.280
H -1.116 -0.669 -5.602
H -0.430 -2.026 -4.712
H 2.451 -3.295 -5.608
H 1.859 -5.398 -6.709
H 0.441 -7.071 -5.603
H -0.419 -6.700 -3.322
C -2.014 4.825 3.870
C -2.195 3.365 3.592
C -3.318 3.012 2.665
C -2.009 2.432 4.751
Si -0.272 2.859 2.337
O -0.523 1.325 2.040
C -0.328 4.040 0.909
C -1.424 4.101 0.038
C -1.466 5.018 -1.000
C -0.401 5.890 -1.198
C 0.709 5.826 -0.369
C 0.745 4.912 0.676
C 0.967 3.221 3.654
C 1.436 2.161 4.440
C 2.342 2.378 5.465
C 2.795 3.666 5.726
C 2.327 4.734 4.973
C 1.412 4.515 3.953
H -2.931 5.172 4.367
H -1.914 5.420 2.961
H -1.185 5.025 4.545
H -4.241 3.036 3.262
H -3.230 2.003 2.259
H -3.447 3.736 1.865
H -2.886 2.559 5.402
H -1.131 2.665 5.348
H -1.986 1.386 4.444
H -2.268 3.438 0.181
H -2.334 5.069 -1.645
H -0.441 6.621 -1.995
H 1.542 6.499 -0.525
H 1.621 4.883 1.311
H 1.050 1.163 4.262
H 2.681 1.558 6.085
H 3.496 3.840 6.532
H 2.662 5.739 5.191
H 1.031 5.368 3.406
*
```